DFT (the ωB97M-V functional and the def2-TZVPD basis) results for 33 unconnected molecules or ions with the total composition H66O33 in a non-equilibrium geometry.

The geometry in ORCA input format:
```
! RIJCOSX wB97M-V def2-TZVPD def2/J DEFGRID3
* xyz 0 1
O 11.3567 12.9409 12.7823
H 10.7295 13.6119 12.4299
H 11.3476 12.0305 12.3819
O 7.6604 9.8152 12.8096
H 7.3640 10.5812 13.2986
H 8.4421 9.4987 13.3604
O 13.0689 11.6113 6.0266
H 13.6234 12.3920 5.9209
H 12.2150 11.9098 6.3476
O 8.4337 11.1090 5.8194
H 8.3700 10.1641 6.1368
H 7.5015 11.4468 5.6764
O 9.5640 9.4857 14.6460
H 10.3712 8.9125 14.5186
H 9.0985 9.0823 15.4278
O 14.5663 10.3464 12.4327
H 15.3270 10.1658 13.0479
H 13.8057 10.5140 13.0237
O 11.5438 5.6782 8.1241
H 12.3143 5.5731 8.7162
H 10.8679 5.8023 8.7743
O 8.4677 7.6678 16.5349
H 8.6056 6.9001 15.9537
H 9.2737 7.6895 17.0404
O 13.1692 10.7088 14.7976
H 13.8660 11.3548 14.9935
H 12.3609 11.1047 15.1747
O 10.1376 8.1379 9.4687
H 11.1087 8.1688 9.5406
H 9.8650 9.0148 9.5864
O 8.4431 7.0097 11.4122
H 9.1307 7.4704 10.8703
H 9.0974 6.6411 12.0872
O 15.5980 12.0212 14.9552
H 15.1130 12.6590 14.3977
H 16.2851 12.5274 15.3779
O 5.8402 9.7888 5.7173
H 4.9552 9.8772 6.0439
H 5.9376 8.8417 5.7090
O 12.8786 8.2138 7.6324
H 13.4344 8.1212 6.8214
H 12.3440 7.4195 7.6360
O 12.6784 16.5798 11.3851
H 12.3620 17.0136 10.5827
H 13.1298 15.7862 11.0278
O 11.9538 8.3214 13.9762
H 11.8837 8.8640 13.1867
H 12.6593 8.8335 14.4772
O 6.7779 10.5613 8.4282
H 5.9711 10.1029 8.8281
H 6.9286 10.3036 7.5096
O 5.7743 7.9576 11.5976
H 6.5989 7.5309 11.3956
H 6.1019 8.5248 12.3216
O 10.5925 11.9626 7.3366
H 10.1095 12.6972 7.6858
H 9.8601 11.6482 6.7770
O 14.2760 13.2837 12.9981
H 14.4514 12.6556 12.3170
H 13.2647 13.3513 12.9543
O 13.1225 5.8498 10.3399
H 13.4011 5.3576 11.1659
H 13.6102 6.6762 10.5440
O 8.7378 13.4553 9.9305
H 8.6492 12.5395 10.2905
H 7.8951 13.4521 9.4557
O 9.8405 14.9625 12.1047
H 10.5661 15.3495 11.6337
H 9.2245 14.6825 11.4406
O 14.3848 12.0877 9.4290
H 14.3384 11.8943 10.3922
H 13.5852 11.5323 9.1412
O 12.2740 10.5103 8.9027
H 12.4854 9.7485 8.3215
H 11.7242 11.0572 8.2650
O 10.9389 12.0116 15.5404
H 10.9634 12.5300 14.7686
H 10.4585 11.2048 15.1971
O 13.6667 14.6670 9.6600
H 14.5644 14.9756 9.8414
H 13.8412 13.6982 9.6489
O 11.1482 5.8654 12.5637
H 11.5242 6.4939 13.1832
H 11.6206 6.1186 11.7443
O 8.6647 10.5669 10.4046
H 8.1077 10.4736 9.6419
H 8.1816 10.2661 11.2110
O 8.5776 8.7869 7.2628
H 9.4454 8.4889 7.5252
H 7.8517 8.5615 7.8480
O 4.8174 9.2253 9.6461
H 4.5737 9.9009 10.2606
H 5.1836 8.6164 10.2988
O 14.4180 8.3757 10.4092
H 14.4196 8.9733 11.1506
H 14.4622 8.8599 9.6189
O 11.6406 10.0387 11.8086
H 11.9285 10.4249 10.9722
H 10.7608 9.7634 11.5145
*
```

Maximum force = 3.0 eV Å⁻¹
HOMO energy = -10.921 eV
Energy above the lowest of the compared OMol25 structures with the same formula, charge and spin = 20.49 kcal per mole

---

DFT (the ωB97M-V functional and the def2-TZVPD basis) results for a molecular structure, C28H37N4O2PTc in a non-equilibrium geometry.

The geometry in ORCA input format:
```
! RIJCOSX wB97M-V def2-TZVPD def2/J DEFGRID3
* xyz 2 2
Tc -1.1882 0.2855 -1.5540
O 4.4690 3.8040 -2.8875
C 3.5138 4.3118 -2.2885
O 3.3489 5.3365 -1.6153
C 2.2263 3.4405 -2.3700
C 2.2511 2.1984 -3.0072
C 1.1758 1.3534 -2.8861
N 0.0984 1.7181 -2.1554
C 0.0158 2.9479 -1.6022
C 1.0648 3.8286 -1.7021
C -1.2519 3.1591 -0.8834
C -1.6880 4.3852 -0.4173
C -2.9370 4.4699 0.1789
C -3.7246 3.3316 0.2983
C -3.2315 2.1324 -0.1687
N -2.0152 2.0454 -0.7385
C 1.0180 0.0171 -3.4877
C 1.8601 -0.5167 -4.4443
C 1.5343 -1.7396 -5.0134
C 0.3808 -2.4034 -4.6163
C -0.4075 -1.8366 -3.6375
N -0.0877 -0.6562 -3.0792
H 3.1598 1.9520 -3.5446
H 1.0786 4.8113 -1.2441
H -1.0676 5.2608 -0.5442
H -3.2989 5.4241 0.5378
H -4.7068 3.3675 0.7462
H -3.7920 1.2113 -0.0847
H 2.7390 0.0299 -4.7546
H 2.1732 -2.1649 -5.7757
H 0.0918 -3.3473 -5.0545
H -1.3026 -2.3207 -3.2698
C -2.1343 -3.1974 1.6409
C -1.7137 -1.8426 2.2323
C -2.9256 -0.9023 2.1016
C -1.3609 -2.0297 3.7142
P -0.2550 -1.1882 1.2743
N -0.9875 -0.7319 -0.2211
C 0.5447 0.3221 2.0370
C 1.4632 -0.0660 3.2065
C 1.3722 1.1022 0.9940
C -0.5550 1.2608 2.5593
C 0.9808 -2.4958 0.7728
C 2.2001 -1.8012 0.1452
C 0.3895 -3.4367 -0.2949
C 1.4328 -3.3258 1.9830
H -3.0736 -3.4799 2.1167
H -1.4188 -3.9880 1.8499
H -2.3158 -3.1480 0.5671
H -3.7861 -1.4329 2.5102
H -3.1579 -0.6711 1.0614
H -2.8203 0.0206 2.6621
H -2.2146 -2.5181 4.1867
H -1.2010 -1.0877 4.2333
H -0.4945 -2.6696 3.8717
H 2.3472 -0.6069 2.8773
H 0.9639 -0.6424 3.9819
H 1.8076 0.8640 3.6623
H 2.3942 0.7457 0.9178
H 1.4216 2.1438 1.3125
H 0.9381 1.0845 -0.0036
H -1.0926 0.8520 3.4098
H -1.2737 1.5388 1.7874
H -0.0635 2.1732 2.8983
H 1.9322 -1.1061 -0.6535
H 2.8259 -2.5788 -0.2933
H 2.8083 -1.2773 0.8769
H -0.1122 -2.9000 -1.0984
H -0.2971 -4.1695 0.1138
H 1.2232 -3.9832 -0.7370
H 1.8387 -2.7241 2.7928
H 2.2302 -3.9871 1.6393
H 0.6392 -3.9564 2.3771
*
```

Maximum force = 1.3 eV Å⁻¹
HOMO energy (spin up / spin down) = -12.808 / -12.808 eV